Here is a 11-piece molecular cluster, C33H77N11O11 overall from OMol25. Energies are from the ωB97M-V functional and the def2-TZVPD basis.

Values from the calculation:
Maximum force ... 0.0732 hartree/bohr
Net charge ... 0
Kohn-Sham gap ... 9.07 eV
Molecular weight ... 804.045 g mol⁻¹
2S+1 ... 1
ΔE to the lowest compared entry with this formula, charge and spin ... 8.0719 eV
SMILES ... CN(C)C=O.CN(C)C=O.CN(C)C=O.CN(C)C=O.CN(C)C=O.CN(C)C=O.CN(C)C=O.CN(C)C=O.CN(C)C=O.CN(C)C=O.CN(C)C=O

```
132
C33H77N11O11 (the ωB97M-V functional and the def2-TZVPD basis)
C 0.770 -1.802 0.059
N 0.413 -0.377 0.144
C 1.568 0.517 0.185
C -0.900 0.013 0.062
O -1.212 1.188 0.238
H -0.008 -2.535 -0.157
H 1.320 -2.090 0.955
H 1.404 -1.929 -0.818
H 1.181 1.518 0.376
H 2.223 0.157 0.978
H 2.094 0.431 -0.766
H -1.670 -0.770 -0.013
C 5.026 -0.531 -2.376
N 5.782 0.459 -3.053
C 5.061 1.526 -3.790
C 7.143 0.436 -3.174
O 7.865 1.188 -3.872
H 4.296 -0.952 -3.067
H 4.412 -0.178 -1.547
H 5.679 -1.306 -1.975
H 5.686 2.349 -4.137
H 4.431 1.091 -4.566
H 4.353 1.912 -3.057
H 7.486 -0.391 -2.534
C -5.733 2.761 -1.987
N -5.508 2.730 -0.543
C -4.128 2.976 -0.052
C -6.521 2.436 0.268
O -6.445 2.360 1.520
H -5.136 2.094 -2.608
H -5.654 3.806 -2.288
H -6.775 2.497 -2.165
H -3.460 2.219 -0.464
H -3.748 3.942 -0.383
H -4.166 3.003 1.037
H -7.439 2.176 -0.280
C 0.659 -2.988 -3.758
N 0.480 -3.008 -5.222
C -0.833 -2.658 -5.657
C 1.425 -3.472 -6.035
O 1.245 -3.519 -7.212
H 1.023 -2.048 -3.345
H 1.317 -3.745 -3.331
H -0.269 -3.308 -3.284
H -1.544 -3.461 -5.464
H -1.235 -1.819 -5.088
H -0.956 -2.527 -6.732
H 2.356 -3.769 -5.529
C 0.488 2.583 -2.599
N 1.475 2.844 -3.628
C 2.011 4.242 -3.590
C 1.807 1.877 -4.557
O 2.583 2.234 -5.437
H -0.429 3.156 -2.737
H 0.973 2.855 -1.661
H 0.248 1.529 -2.457
H 1.134 4.889 -3.595
H 2.674 4.417 -2.742
H 2.518 4.465 -4.528
H 1.392 0.868 -4.409
C 0.188 -0.770 3.801
N 0.031 -0.269 5.184
C 0.430 1.183 5.436
C -0.407 -1.041 6.248
O -0.548 -0.658 7.393
H 1.116 -0.384 3.381
H -0.573 -0.363 3.135
H 0.080 -1.854 3.851
H -0.328 1.874 5.069
H 0.542 1.270 6.517
H 1.377 1.371 4.930
H -0.721 -2.055 5.953
C -3.424 1.285 4.713
N -3.742 0.105 3.851
C -4.398 -1.075 4.438
C -3.336 0.102 2.584
O -3.228 -0.918 1.888
H -3.094 2.120 4.096
H -2.685 1.022 5.470
H -4.386 1.392 5.213
H -3.678 -1.590 5.075
H -5.310 -0.805 4.969
H -4.757 -1.782 3.690
H -2.949 1.091 2.296
C 2.235 4.190 0.890
N 0.935 4.297 1.514
C -0.059 5.081 0.718
C 0.646 3.648 2.694
O -0.458 3.553 3.117
H 2.626 5.202 0.793
H 2.086 3.744 -0.093
H 2.987 3.570 1.379
H 0.298 6.102 0.585
H -0.240 4.754 -0.306
H -1.014 4.966 1.231
H 1.523 3.137 3.122
C -3.636 -5.423 2.662
N -2.208 -5.137 2.879
C -1.558 -6.080 3.774
C -1.508 -4.150 2.319
O -0.327 -3.969 2.481
H -4.239 -5.577 3.557
H -3.643 -6.328 2.053
H -4.121 -4.650 2.065
H -1.669 -7.063 3.316
H -0.489 -5.881 3.841
H -2.129 -6.063 4.702
H -2.118 -3.561 1.617
C -5.024 -0.915 -1.857
N -3.888 -1.856 -1.914
C -3.195 -1.865 -3.180
C -3.487 -2.520 -0.853
O -2.488 -3.218 -0.834
H -4.616 0.056 -1.577
H -5.839 -1.196 -1.190
H -5.541 -0.984 -2.814
H -2.347 -1.190 -3.066
H -2.865 -2.904 -3.193
H -3.852 -1.606 -4.010
H -4.176 -2.331 -0.015
C 5.578 -0.727 1.744
N 6.543 -0.018 0.873
C 6.286 1.360 0.363
C 7.642 -0.698 0.499
O 8.398 -0.297 -0.397
H 4.568 -0.846 1.352
H 5.489 -0.316 2.750
H 5.908 -1.755 1.894
H 7.171 1.982 0.231
H 5.779 1.428 -0.600
H 5.690 1.868 1.121
H 7.911 -1.622 1.033
```

Here are the Löwdin charges for atoms 1 to 2, given in e: C -0.0432; N -0.1636

***

Here is a 5-piece molecular cluster, C33H78BBrFN10O11 overall from OMol25. Energies are from the ωB97M-V functional and the def2-TZVPD basis.

Values from the calculation:
Maximum force ... 0.1022 hartree/bohr
Net charge ... +1
Kohn-Sham gap ... 7.39 eV
Molecular weight ... 900.760 g mol⁻¹
2S+1 ... 1

```
135
C33H78BBrFN10O11 (the ωB97M-V functional and the def2-TZVPD basis)
C 2.612 4.250 0.839
C 2.411 3.533 -0.490
Br 2.615 4.836 -1.936
C 3.416 2.389 -0.733
N 2.825 1.029 -0.651
C 1.863 0.759 0.438
C 0.362 0.653 0.045
B -0.221 -0.761 0.498
N 0.304 -1.957 -0.178
O -1.210 -0.827 1.435
C 0.211 0.793 -1.489
C -1.099 0.226 -2.071
O -1.084 -0.631 -2.891
N -2.354 0.725 -1.578
C -2.484 2.116 -1.324
O -2.121 2.720 -0.389
F -3.129 2.713 -2.330
N 1.285 0.102 -2.210
C 2.550 0.399 -1.820
N 3.540 0.027 -2.626
N 4.901 0.106 -2.327
H 2.586 3.541 1.676
H 1.854 5.023 0.987
H 3.593 4.741 0.848
H 1.378 3.191 -0.599
H 4.239 2.467 -0.007
H 3.862 2.493 -1.725
H 2.194 -0.182 0.898
H 2.009 1.531 1.198
H -0.196 1.452 0.545
H -0.447 -2.567 -0.506
H 0.851 -2.540 0.464
H -1.231 -0.078 2.047
H 0.250 1.853 -1.793
H -2.692 0.192 -0.775
H 1.103 -0.902 -2.266
H 3.305 -0.370 -3.528
H 5.068 -0.297 -1.409
H 5.198 1.076 -2.311
C 7.474 6.310 0.982
O 8.673 5.612 0.731
C 9.357 5.145 1.888
C 9.292 3.639 1.993
N 7.937 3.187 2.272
C 7.717 1.755 2.155
C 7.994 1.078 0.818
O 7.086 1.431 -0.218
C 7.362 2.659 -0.869
H 7.181 6.790 0.050
H 6.659 5.651 1.309
H 7.612 7.082 1.745
H 8.947 5.616 2.787
H 10.404 5.442 1.796
H 9.950 3.314 2.805
H 9.699 3.229 1.058
H 7.295 3.679 1.664
H 6.672 1.561 2.412
H 8.324 1.249 2.913
H 7.870 0.002 0.965
H 9.022 1.235 0.473
H 8.437 2.845 -0.940
H 6.895 3.515 -0.373
H 6.963 2.594 -1.883
C -3.833 -2.105 0.325
O -4.131 -1.271 -0.775
C -4.124 -1.908 -2.053
C -5.517 -2.068 -2.611
N -6.284 -3.034 -1.846
C -7.699 -3.118 -2.184
C -8.557 -1.867 -2.055
O -8.775 -1.438 -0.725
C -7.745 -0.657 -0.163
H -3.655 -1.442 1.168
H -4.638 -2.797 0.590
H -2.922 -2.688 0.146
H -3.627 -2.882 -1.980
H -3.542 -1.275 -2.726
H -5.426 -2.423 -3.643
H -5.981 -1.072 -2.648
H -6.190 -2.831 -0.859
H -8.139 -3.889 -1.548
H -7.783 -3.477 -3.216
H -9.544 -2.115 -2.451
H -8.172 -1.034 -2.657
H -7.281 -0.008 -0.916
H -6.961 -1.262 0.307
H -8.195 -0.031 0.608
C 1.096 -5.349 0.421
O 2.148 -4.568 0.954
C 2.392 -4.765 2.348
C 3.682 -5.511 2.597
N 3.586 -6.893 2.167
C 4.836 -7.645 2.182
C 5.998 -7.149 1.331
O 5.804 -7.278 -0.064
C 5.049 -6.257 -0.675
H 0.886 -4.955 -0.573
H 1.330 -6.413 0.326
H 0.194 -5.258 1.037
H 1.549 -5.291 2.805
H 2.469 -3.776 2.809
H 3.882 -5.490 3.673
H 4.493 -4.954 2.104
H 3.186 -6.932 1.238
H 4.607 -8.664 1.865
H 5.182 -7.709 3.219
H 6.859 -7.777 1.567
H 6.280 -6.116 1.576
H 5.237 -5.284 -0.207
H 3.972 -6.455 -0.648
H 5.357 -6.208 -1.719
C -5.711 0.635 0.194
O -5.662 1.920 0.774
C -5.505 2.998 -0.146
C -6.781 3.790 -0.327
N -7.787 3.022 -1.040
C -9.118 3.615 -1.080
C -9.834 3.889 0.236
O -10.246 2.730 0.932
C -9.257 2.099 1.716
H -5.607 -0.089 1.001
H -6.657 0.437 -0.323
H -4.906 0.473 -0.533
H -5.154 2.620 -1.112
H -4.741 3.660 0.269
H -6.546 4.687 -0.910
H -7.109 4.121 0.667
H -7.850 2.096 -0.639
H -9.755 2.950 -1.667
H -9.054 4.559 -1.633
H -10.753 4.428 -0.005
H -9.249 4.538 0.900
H -8.574 2.828 2.165
H -8.666 1.375 1.144
H -9.769 1.562 2.513
```

Here are the Löwdin charges for atoms 1 to 2, given in e: C -0.1357; C -0.7216

***

Here is C33H80F9N6O17S3 as an isolated structure from OMol25. Energies are from the ωB97M-V functional and the def2-TZVPD basis.

Values from the calculation:
Maximum force ... 0.0951 hartree/bohr
Net charge ... +3
Kohn-Sham gap ... 4.41 eV
Molecular weight ... 1100.211 g mol⁻¹
2S+1 ... 1
ΔE to the lowest compared entry with this formula, charge and spin ... 4.1881 eV

```
148
C33H80F9N6O17S3 (the ωB97M-V functional and the def2-TZVPD basis)
C 2.790 -2.145 6.209
O 1.913 -3.231 6.269
C 1.943 -3.900 5.031
C 0.573 -4.602 4.799
N -0.540 -3.553 4.609
H -0.630 -2.965 5.425
H -0.191 -2.937 3.888
C -1.959 -4.029 4.226
C -2.854 -4.142 5.454
O -2.816 -2.935 6.158
C -3.924 -2.764 7.049
H 2.409 -1.327 5.597
H 3.715 -2.347 5.670
H 3.126 -1.679 7.136
H 2.746 -4.634 4.963
H 1.981 -3.176 4.217
H 0.354 -5.305 5.603
H 0.663 -5.175 3.876
H -1.836 -5.053 3.873
H -2.272 -3.452 3.356
H -2.561 -4.963 6.107
H -3.821 -4.387 5.014
H -4.911 -2.988 6.644
H -3.845 -1.692 7.228
H -3.817 -3.261 8.014
C -6.618 4.598 -2.605
O -7.367 3.574 -3.249
C -6.537 2.688 -3.965
C -7.294 1.366 -4.164
N -7.939 0.923 -2.844
H -8.316 1.808 -2.537
H -8.772 0.386 -3.037
C -6.977 0.260 -1.865
C -7.684 -0.063 -0.548
O -8.322 1.130 -0.130
C -8.577 1.254 1.251
H -7.455 5.230 -2.307
H -5.947 5.041 -3.342
H -6.054 4.296 -1.723
H -5.579 2.456 -3.499
H -6.229 3.105 -4.925
H -6.678 0.539 -4.516
H -7.983 1.418 -5.007
H -6.081 0.880 -1.832
H -6.728 -0.678 -2.362
H -6.912 -0.325 0.176
H -8.503 -0.771 -0.676
H -7.643 1.144 1.802
H -9.348 0.520 1.485
H -8.969 2.255 1.428
C 9.272 3.258 1.776
O 9.288 4.076 0.558
C 7.966 4.383 0.015
C 7.481 3.400 -1.076
N 8.466 3.451 -2.230
H 8.304 4.141 -2.950
H 9.386 3.618 -1.849
C 8.374 2.141 -3.115
C 9.210 1.007 -2.567
O 8.969 0.738 -1.181
C 10.077 0.078 -0.524
H 10.236 3.169 2.277
H 8.999 2.237 1.507
H 8.544 3.636 2.494
H 8.135 5.365 -0.427
H 7.219 4.622 0.772
H 6.469 3.554 -1.449
H 7.557 2.385 -0.688
H 8.731 2.471 -4.091
H 7.308 1.927 -3.190
H 10.237 1.365 -2.647
H 8.990 0.127 -3.171
H 10.259 -0.865 -1.039
H 9.747 -0.158 0.488
H 11.004 0.650 -0.572
C 11.474 -9.402 -11.409
O 10.489 -10.122 -10.664
C 9.157 -9.694 -10.888
C 8.093 -10.449 -10.176
N 8.246 -10.124 -8.670
H 8.106 -10.986 -8.161
H 9.170 -9.859 -8.361
C 7.222 -9.104 -8.305
C 7.219 -8.974 -6.734
O 6.901 -10.194 -6.068
C 6.613 -9.970 -4.698
H 11.316 -8.324 -11.441
H 11.561 -9.789 -12.424
H 12.515 -9.511 -11.106
H 8.903 -9.934 -11.921
H 8.990 -8.629 -10.728
H 8.203 -11.533 -10.218
H 7.062 -10.235 -10.459
H 6.251 -9.563 -8.496
H 7.420 -8.156 -8.806
H 6.449 -8.223 -6.559
H 8.105 -8.518 -6.293
H 7.629 -9.870 -4.315
H 6.153 -10.841 -4.230
H 5.934 -9.171 -4.401
C -14.238 7.158 6.491
O -13.124 6.955 7.343
C -12.999 8.031 8.221
C -11.938 7.738 9.266
N -10.538 7.567 8.663
H -10.778 6.872 7.971
H -10.169 8.324 8.104
C -9.326 7.237 9.566
C -7.990 7.110 8.833
O -7.928 5.913 7.964
C -6.813 5.934 7.064
H -15.231 6.823 6.790
H -14.058 6.400 5.729
H -14.195 8.130 6.000
H -13.939 8.083 8.770
H -12.871 8.933 7.623
H -12.121 6.765 9.721
H -11.914 8.554 9.988
H -9.443 6.341 10.176
H -9.273 8.061 10.277
H -7.052 7.033 9.385
H -7.796 8.011 8.251
H -5.945 6.308 7.608
H -6.896 6.490 6.131
H -6.631 4.875 6.880
C 0.889 1.817 2.489
F 2.138 1.781 2.051
F 0.765 0.991 3.505
F 0.591 3.040 2.793
S -0.192 1.215 1.029
O -1.564 1.056 1.512
O 0.040 2.271 0.041
N 0.386 -0.380 0.569
S 0.847 -0.320 -0.903
O -0.250 -0.208 -1.840
O 2.096 0.450 -1.176
C 1.400 -2.148 -1.267
F 2.071 -2.691 -0.230
F 0.323 -2.932 -1.476
F 2.144 -2.222 -2.398
C 1.889 4.733 -6.564
F 1.959 5.169 -5.303
F 2.283 3.484 -6.714
F 0.655 4.924 -7.039
S 3.159 5.895 -7.531
O 4.542 5.550 -7.111
O 3.033 5.547 -8.955
O 2.864 7.340 -7.314
```

Here are the Löwdin charges for atoms 1 to 2, given in e: C -0.1148; O -0.1555

***

Q: Among the records above, which one has the highest molecular weight?
A: C33H80F9N6O17S3

***

Q: The lowest net charge belongs to which entry?
A: C33H77N11O11

***

Q: maximum force of number 3 (C33H80F9N6O17S3)?
A: 0.0951 hartree/bohr